# 1
Here is a structure of composition C31H24Cl5N7O4PtS from the Open Molecules 2025 dataset. Energies are from ωB97M-V/def2-TZVPD.

Frontier orbital gap, eV: 6.4839
Net charge: 0
HOMO energy, eV: -7.5
LUMO energy, eV: -1.029
ΔE to the lowest compared entry with this formula, charge and spin, kcal/mol: 11.14

Atoms and positions in Å:
Pt1 -0.31394 -0.18982 -0.02505
Cl1 -5.45128 2.47567 -4.55034
C1 -4.23795 1.60679 -3.68844
C2 -3.42839 2.24691 -2.75951
Cl2 -3.65279 3.93181 -2.47262
C3 -2.44264 1.54812 -2.06473
Cl3 -1.48499 2.41302 -0.91479
C4 -2.21511 0.17297 -2.28163
O1 -1.28899 -0.55986 -1.73738
C5 -3.07723 -0.45073 -3.21779
Cl4 -2.88631 -2.14881 -3.46672
C6 -4.05587 0.24211 -3.90801
Cl5 -5.06190 -0.58006 -5.03820
C7 0.33965 -4.87287 -1.32668
O2 1.46239 -3.99926 -1.39769
C8 1.47586 -3.09800 -2.41732
C9 0.51758 -2.99667 -3.41078
C10 0.63793 -2.01423 -4.38435
C11 1.71203 -1.14046 -4.38513
C12 2.67443 -1.24127 -3.39358
C13 2.54893 -2.20844 -2.41592
N1 3.53219 -2.36395 -1.40049
C14 4.22152 -1.43909 -0.76323
C15 3.94705 -0.07715 -0.57391
C16 5.01877 0.72973 -0.08571
C17 4.84570 2.04395 0.20746
C18 3.55897 2.61707 0.04721
C19 2.49268 1.88086 -0.36652
C20 2.61920 0.48874 -0.66654
O3 1.61744 -0.23814 -0.93820
H1 0.30747 -5.53576 -2.19416
H2 -0.58816 -4.30475 -1.25669
H3 0.47352 -5.46155 -0.42369
H4 -0.33921 -3.65173 -3.41755
H5 -0.13207 -1.93144 -5.13952
H6 1.79601 -0.37450 -5.14337
H7 3.51899 -0.56410 -3.36620
H8 3.78683 -3.32396 -1.21180
H9 5.12123 -1.82212 -0.28733
H10 5.99213 0.26702 0.03321
H11 5.66885 2.64429 0.56565
H12 3.42113 3.66902 0.26916
H13 1.50528 2.31456 -0.47384
O4 -3.00918 -3.09180 1.49017
S1 -1.96512 -2.38581 0.75763
N2 -1.84032 -0.91182 1.03037
C21 1.68192 -2.24908 1.77440
C22 1.45962 -0.86574 2.26351
N3 0.72925 0.06559 1.68425
C23 0.76730 1.19124 2.47449
C24 1.55561 0.94354 3.54509
N4 2.00211 -0.35547 3.39800
C25 2.94569 -1.04647 4.24350
N5 4.27519 -1.04878 3.68705
N6 4.79141 -2.18038 3.15567
N7 5.97343 -1.95318 2.73011
C26 6.28247 -0.63348 2.98499
C27 7.44920 0.09418 2.72852
C28 7.45838 1.41419 3.10917
C29 6.33868 2.01037 3.72981
C30 5.18519 1.30757 3.98598
C31 5.18563 -0.03620 3.60081
H14 1.21812 -2.35427 0.79603
H15 1.23620 -2.97551 2.45798
H16 2.74628 -2.47218 1.69549
H17 0.21939 2.07770 2.20987
H18 1.83439 1.55304 4.38586
H19 2.64749 -2.08624 4.35843
H20 2.96041 -0.56430 5.21976
H21 8.30122 -0.37347 2.25408
H22 8.33980 2.01676 2.93573
H23 6.39220 3.05463 4.00825
H24 4.32998 1.77957 4.44889

=====

# 2
Here is a cluster of 13 separate species, C26H78O16 in total from the Open Molecules 2025 dataset. Energies are from ωB97M-V/def2-TZVPD.

Frontier orbital gap, eV: 9.4740
Net charge: 0
HOMO energy, eV: -9.5
LUMO energy, eV: 0.023

Atoms and positions in Å:
C1 2.48980 4.63946 0.48544
C2 1.89815 5.66558 1.50138
O1 1.38013 4.87470 2.66873
H1 3.18846 4.03873 1.06775
H2 3.16553 5.10711 -0.23067
H3 1.81266 3.89718 0.06285
H4 1.12623 6.26052 1.01325
H5 2.64060 6.36365 1.88811
H6 0.58854 4.42350 2.36640
C3 5.34467 0.88667 -1.51851
C4 4.35095 1.99874 -1.18180
O2 3.47828 1.59165 -0.17008
H7 6.00670 1.19671 -2.32702
H8 4.77563 0.03873 -1.89970
H9 5.95764 0.69722 -0.63733
H10 3.84728 2.33915 -2.08654
H11 4.90525 2.91311 -0.97019
H12 3.89113 1.69200 0.69078
C5 -3.73036 -1.64072 -4.70615
C6 -2.25735 -1.26275 -4.81247
O3 -1.58827 -1.44521 -3.57905
H13 -4.13673 -1.36200 -3.73390
H14 -3.93198 -2.71180 -4.72152
H15 -4.24088 -1.05279 -5.46891
H16 -2.11058 -0.21352 -5.06875
H17 -1.79433 -1.92285 -5.54595
H18 -0.72038 -1.03488 -3.58070
C7 -0.80926 4.57628 -0.91560
C8 -1.54657 3.85990 0.25964
O4 -0.62872 3.38336 1.24092
H19 -1.52642 4.97759 -1.63165
H20 -0.24477 3.75210 -1.35170
H21 -0.13234 5.36991 -0.59932
H22 -2.14192 3.10403 -0.25254
H23 -2.22627 4.54683 0.76385
H24 -0.20295 2.60696 0.87009
C9 -4.23090 0.74009 -1.05186
C10 -4.02114 1.88489 -2.01740
O5 -5.10538 2.03092 -2.85282
H25 -5.06440 0.94823 -0.38099
H26 -3.40041 0.76741 -0.34643
H27 -4.30623 -0.26486 -1.46720
H28 -3.18704 1.71314 -2.69775
H29 -3.80978 2.87782 -1.62052
H30 -4.74610 2.14730 -3.73542
C11 0.05966 -4.89467 0.61334
C12 1.22547 -5.79258 0.16666
O6 1.12727 -7.01183 0.82928
H31 -0.91572 -5.32149 0.37976
H32 -0.09234 -3.98859 0.02682
H33 0.11645 -4.63584 1.67064
H34 2.20447 -5.34572 0.33985
H35 1.17686 -6.00761 -0.90081
H36 0.47559 -7.54767 0.37125
C13 -3.04008 1.75785 4.44306
C14 -4.13540 1.43841 3.40480
O7 -5.32216 2.13132 3.76083
H37 -3.27850 1.43554 5.45665
H38 -2.87854 2.83450 4.49623
H39 -2.09847 1.30573 4.13153
H40 -4.24516 0.35521 3.35258
H41 -3.77545 1.70633 2.41145
H42 -5.95620 2.14771 3.04019
C15 0.47655 -2.72146 5.75886
C16 0.47437 -3.35675 4.35566
O8 0.83296 -2.29067 3.42218
H43 1.49097 -2.34267 5.88368
H44 0.36291 -3.46797 6.54493
H45 -0.22190 -1.88518 5.78895
H46 -0.52358 -3.70802 4.09335
H47 1.20569 -4.14821 4.19172
H48 0.14860 -2.23134 2.75157
C17 2.45175 -2.75373 -2.07449
C18 3.77009 -3.47089 -2.04462
O9 3.60527 -4.70846 -2.70156
H49 2.23827 -2.36421 -3.06988
H50 2.41886 -1.92674 -1.36519
H51 1.64277 -3.42248 -1.78051
H52 4.13348 -3.57426 -1.02219
H53 4.51202 -2.93043 -2.63245
H54 4.46177 -5.12482 -2.82265
C19 -3.46810 -4.03630 0.50338
C20 -3.57156 -2.76685 -0.35933
O10 -2.29580 -2.37596 -0.87696
H55 -3.22347 -4.92934 -0.07172
H56 -4.42389 -4.24083 0.98579
H57 -2.74857 -3.91451 1.31304
H58 -3.96429 -1.92135 0.20546
H59 -4.24911 -2.93059 -1.19731
H60 -2.41151 -2.15752 -1.80459
C21 0.19866 0.04628 0.08119
C22 -0.79195 -0.09813 1.24432
O11 -1.10673 -1.48930 1.41821
O12 0.76627 1.36230 0.00509
H61 -0.26608 -0.22895 -0.86558
H62 0.98847 -0.67718 0.28345
H63 -1.59850 0.57270 0.94842
H64 -0.45246 0.19363 2.23816
H65 -1.45392 -1.83113 0.59105
H66 1.69614 1.32035 -0.22982
C23 4.05272 1.58595 3.24120
C24 2.74160 0.80420 3.25862
O13 2.73961 -0.35093 4.12527
O14 4.87536 0.84651 2.33865
H67 4.34678 1.58014 4.29076
H68 3.94214 2.59264 2.83815
H69 2.31495 0.53368 2.29276
H70 1.99877 1.52464 3.60104
H71 2.00488 -0.91146 3.86531
H72 5.42967 0.31933 2.91866
C25 0.54242 1.42630 -3.25085
C26 0.44295 2.65368 -4.16478
O15 -0.69063 2.55002 -5.03545
O16 0.71002 0.25044 -3.96152
H73 -0.36195 1.39409 -2.64326
H74 1.41893 1.51993 -2.60972
H75 1.38040 2.77440 -4.70766
H76 0.34944 3.63850 -3.70709
H77 -0.50286 1.81296 -5.62119
H78 1.50597 0.41907 -4.47106

=====

- Which of these has the highest frontier orbital gap?
  C26H78O16

=====

- What is the formula in the first record?
  C31H24Cl5N7O4PtS

=====

- Among the records above, which one has the lowest HOMO energy?
  C26H78O16

=====

- Among the records above, which one has the lowest HOMO energy?
  C26H78O16